{
  "formula": "C3H5N2",
  "method": "wB97M-V/def2-TZVPD",
  "species": ["C", "C", "C", "N", "N", "H", "H", "H", "H", "H"],
  "xyz": [[1.239254, -1.115046, -1.407832], [-0.688472, -0.214800, 0.819046], [0.135455, 0.622509, -0.112143], [1.033129, 0.081686, -1.158255], [-0.890640, -1.423967, 0.780456], [1.014704, 1.070824, 0.406877], [-1.147271, 0.539145, 1.457183], [-0.500242, 1.500944, -0.522031], [1.293802, 0.961075, -1.708531], [-1.489720, -2.022372, 1.445229]],
  "atomic_forces_ev_per_a": [[-0.0090, 0.3296, 0.0119], [-0.5459, 1.2548, 0.0412], [0.3401, 2.4495, 1.1995], [-0.6901, 0.0473, -2.2012], [0.0092, -2.7186, -0.0601], [-1.3447, 0.3563, 0.9273], [-0.2909, -0.1289, 0.6931], [1.0659, -1.6181, 0.3237], [0.3608, -1.8819, 0.1728], [1.1047, 1.9101, -1.1081]],
  "lowdin_charge": [0.40, -0.25, -0.13, -0.02, 0.16, 0.15, 0.13, 0.18, 0.23, 0.15],
  "e_homo_ev": [-14.93, -14.93],
  "orbital_gap_ev": [7.798, 7.797],
  "charge": 1,
  "lumo_energy_ev": [-7.132, -7.133]
}

{
  "formula": "C3H5N2",
  "method": "wB97M-V/def2-TZVPD",
  "species": ["C", "C", "C", "N", "N", "H", "H", "H", "H", "H"],
  "xyz": [[-1.035277, -0.060842, -0.059584], [0.220797, 0.157306, 0.804416], [0.226896, 0.148998, -0.752454], [0.830731, 1.200130, 0.004005], [0.924231, -0.920355, 0.012429], [-1.535283, -0.932931, -0.240481], [-2.335894, 1.291286, 0.113859], [0.358112, 2.036071, 0.004780], [1.930562, -1.184511, 0.033489], [0.415128, -1.735156, 0.079537]],
  "atomic_forces_ev_per_a": [[-2.7232, 5.0997, 0.7957], [-0.5250, -0.3918, -0.2104], [0.4193, 0.5456, -0.4383], [2.7710, -2.3270, 0.1835], [1.7380, 1.1329, 0.2506], [-1.4117, -2.2729, 0.2204], [3.2206, -3.0550, -0.5454], [-1.6676, 2.4429, -0.0707], [-0.3158, 1.3550, -0.1471], [-1.5056, -2.5294, -0.0384]],
  "lowdin_charge": [0.03, -0.08, -0.17, 0.17, 0.23, 0.05, 0.34, 0.09, 0.22, 0.13],
  "e_homo_ev": -15.98,
  "orbital_gap_ev": 10.414,
  "charge": 1,
  "lumo_energy_ev": -5.564
}

{
  "formula": "C3H5N2",
  "method": "wB97M-V/def2-TZVPD",
  "species": ["C", "C", "C", "N", "N", "H", "H", "H", "H", "H"],
  "xyz": [[1.120698, -0.351195, -1.034702], [1.168312, 0.212114, 0.346299], [-0.926239, -0.137353, -0.541564], [-0.018671, -0.653253, -1.423228], [-0.284724, 0.461826, 0.514826], [1.715242, -0.117037, 1.173255], [1.610678, 1.179629, 0.171939], [-1.970035, 0.036695, -0.790823], [-1.838116, -1.406284, 0.075029], [-0.577145, 0.774858, 1.508967]],
  "atomic_forces_ev_per_a": [[0.5650, -1.4736, 1.0158], [-1.5193, 2.1171, -2.1932], [-0.8837, -0.0470, 2.5859], [-0.0199, 0.2737, -1.3393], [0.2226, -0.6697, 1.7887], [0.6112, -1.4510, 1.1598], [0.2928, 0.9469, -0.0477], [0.1521, 0.5915, -0.2013], [0.8277, 0.3560, -0.1914], [-0.2484, -0.6440, -2.5772]],
  "lowdin_charge": [0.12, -0.07, -0.19, 0.12, 0.09, 0.13, 0.15, 0.13, 0.29, 0.23],
  "e_homo_ev": [-15.49, -15.27],
  "orbital_gap_ev": [9.074, 7.697],
  "charge": 1,
  "lumo_energy_ev": [-6.417, -7.573]
}

Calculated total energy values (in hartree) by entry order: -226.37180, -226.24462, -226.31594.